Version w
C31H32N8O6PbS3 as an isolated structure. Source: OMol25; level of theory: ωB97M-V/def2-TZVPD.

The geometry in XYZ format:
```
81
Properties=species:S:1:pos:R:3:lowdin_charge:R:1
Pb 0.24 0.13 -0.19 1.302
O 4.34 -1.21 0.22 0.057
C 4.43 -2.44 -0.32 -0.255
C 5.33 -3.32 0.29 -0.011
C 5.50 -4.60 -0.20 -0.081
C 4.76 -5.02 -1.30 -0.101
C 3.87 -4.18 -1.90 -0.034
C 3.69 -2.87 -1.43 -0.079
C 2.73 -1.95 -2.07 -0.424
O 2.57 -0.81 -1.62 -0.082
N 2.10 -2.49 -3.14 0.144
N 1.19 -1.81 -3.82 -0.076
C 0.56 -2.22 -4.88 0.071
C -0.39 -1.24 -5.28 -0.138
C -1.34 -1.14 -6.30 -0.002
C -2.10 0.02 -6.31 -0.065
C -1.92 1.04 -5.35 -0.045
C -0.97 0.95 -4.34 0.033
C -0.23 -0.23 -4.36 -0.206
O 0.73 -0.54 -3.44 0.082
H 3.63 -0.75 -0.28 0.075
H 5.91 -2.99 1.13 0.115
H 6.19 -5.27 0.28 0.103
H 4.90 -6.02 -1.68 0.098
H 3.28 -4.51 -2.74 0.102
H 0.81 -3.20 -5.27 0.156
H -1.48 -1.89 -7.06 0.116
H -2.85 0.20 -7.07 0.104
H -2.53 1.93 -5.41 0.111
H -0.83 1.73 -3.61 0.092
N -1.22 -0.93 1.60 -0.072
C -1.55 -2.34 1.42 -0.252
C -2.62 -2.62 0.37 -0.186
C -2.23 -2.42 -1.09 -0.274
N -2.01 -1.03 -1.46 -0.049
H -0.47 -0.85 2.28 0.047
H -2.02 -0.40 1.90 0.026
H -1.84 -2.80 2.38 0.118
H -0.63 -2.86 1.17 0.105
H -3.51 -2.00 0.61 0.105
H -2.94 -3.65 0.48 0.110
H -3.00 -2.90 -1.71 0.110
H -1.31 -2.98 -1.29 0.106
H -2.65 -0.38 -1.00 0.049
H -2.08 -0.89 -2.46 0.065
O 1.63 -0.97 1.62 -0.314
N 2.41 -0.26 2.39 -0.221
C 3.36 -0.90 3.11 -0.028
C 4.23 -0.24 3.94 -0.058
C 4.10 1.14 4.04 -0.075
C 3.12 1.80 3.33 -0.101
C 2.24 1.10 2.50 -0.645
S 0.94 1.95 1.71 0.578
H 3.40 -1.97 2.92 0.135
H 5.00 -0.78 4.46 0.103
H 4.77 1.71 4.67 0.104
H 3.02 2.87 3.37 0.098
N -2.37 4.83 5.85 0.092
C -2.72 4.06 4.73 -0.315
C -3.28 4.65 3.60 -0.026
C -3.61 3.89 2.50 -0.065
C -3.37 2.52 2.49 -0.286
C -2.80 1.93 3.59 -0.064
C -2.49 2.69 4.71 -0.026
S -3.71 1.55 1.05 0.556
O -3.99 0.21 1.53 -0.330
O -4.72 2.25 0.30 -0.334
N -2.33 1.46 0.25 -0.190
C -1.89 2.43 -0.59 -0.748
S -2.64 3.93 -1.01 1.061
C -1.26 4.38 -1.96 -0.386
C -0.34 3.39 -1.87 -0.292
N -0.71 2.30 -1.15 -0.148
H -2.90 5.69 5.93 0.084
H -2.37 4.32 6.71 0.080
H -3.45 5.71 3.55 0.110
H -4.07 4.33 1.63 0.090
H -2.61 0.87 3.60 0.105
H -2.03 2.22 5.58 0.114
H -1.24 5.31 -2.50 0.060
H 0.63 3.37 -2.31 0.111
```

## Properties
highest occupied orbital energy	-0.274	hartree
LUMO energy	-0.0274	Eh
HOMO-LUMO gap	6.70	eV
multiplicity	1

Version x
C31H32N8O6PbS3 as an isolated structure. Source: OMol25; level of theory: ωB97M-V/def2-TZVPD.

The geometry in XYZ format:
```
81
Properties=species:S:1:pos:R:3:lowdin_charge:R:1
Pb 11.46 13.73 13.56 1.254
O 12.72 14.85 8.81 0.031
C 12.25 15.92 8.10 -0.247
C 13.00 16.32 6.96 -0.021
C 12.48 17.32 6.17 -0.079
C 11.39 18.08 6.67 -0.105
C 10.82 17.85 7.90 -0.028
C 11.18 16.67 8.63 -0.066
C 10.63 16.39 9.99 -0.416
O 11.19 15.55 10.73 -0.063
N 9.44 16.99 10.20 0.131
N 8.86 16.61 11.33 -0.105
C 7.79 15.96 11.53 0.038
C 7.40 16.09 12.89 -0.147
C 6.38 15.56 13.69 -0.016
C 6.41 15.87 15.02 -0.093
C 7.40 16.69 15.57 -0.062
C 8.36 17.30 14.80 0.047
C 8.35 16.93 13.40 -0.183
O 9.23 17.32 12.48 0.161
H 12.23 14.87 9.66 0.046
H 13.88 15.69 6.70 0.127
H 12.93 17.63 5.20 0.111
H 11.04 18.94 6.16 0.079
H 10.03 18.48 8.23 0.093
H 7.38 15.41 10.70 0.164
H 5.66 14.85 13.19 0.146
H 5.75 15.32 15.66 0.102
H 7.33 16.82 16.64 0.114
H 9.10 17.83 15.33 0.109
N 14.06 12.02 11.59 -0.028
C 13.45 10.94 10.80 -0.296
C 12.96 9.82 11.70 -0.203
C 11.69 10.10 12.52 -0.236
N 11.85 11.16 13.56 -0.078
H 14.24 12.87 11.04 0.072
H 14.99 11.78 12.04 0.100
H 14.18 10.52 10.06 0.113
H 12.62 11.40 10.25 0.116
H 13.79 9.56 12.39 0.121
H 12.75 8.94 11.10 0.101
H 11.37 9.14 12.94 0.112
H 10.90 10.47 11.89 0.068
H 12.74 11.16 13.94 0.015
H 11.30 10.90 14.43 0.067
O 9.50 14.19 14.92 -0.332
N 8.47 13.27 14.75 -0.185
C 7.74 13.08 15.86 -0.039
C 6.50 12.44 15.78 -0.038
C 6.13 11.91 14.55 -0.063
C 6.98 11.98 13.47 -0.085
C 8.17 12.72 13.57 -0.667
S 9.20 12.93 12.18 0.558
H 8.24 13.41 16.76 0.126
H 5.90 12.37 16.67 0.108
H 5.21 11.38 14.44 0.102
H 6.80 11.49 12.55 0.092
N 14.15 8.59 20.31 0.101
C 13.47 9.51 19.57 -0.338
C 13.00 10.67 20.20 0.009
C 12.27 11.60 19.37 -0.060
C 12.00 11.36 18.07 -0.355
C 12.32 10.12 17.56 -0.065
C 13.07 9.21 18.27 -0.034
S 11.07 12.37 17.03 0.552
O 10.13 11.55 16.31 -0.319
O 10.62 13.45 17.85 -0.331
N 12.10 12.86 15.85 -0.295
C 13.30 13.41 16.20 -0.753
S 13.48 14.43 17.63 1.038
C 15.11 14.68 17.19 -0.448
C 15.44 14.07 16.04 -0.252
N 14.39 13.37 15.47 0.015
H 14.57 8.79 21.21 0.102
H 14.60 7.84 19.82 0.086
H 13.35 10.99 21.16 0.097
H 11.91 12.53 19.82 0.116
H 11.98 9.85 16.52 0.129
H 13.43 8.27 17.85 0.119
H 15.84 15.06 17.85 0.044
H 16.38 13.95 15.53 0.100
```

## Properties
highest occupied orbital energy	-0.281	hartree
LUMO energy	-0.0046	Eh
HOMO-LUMO gap	7.53	eV
multiplicity	1

version w takes first place; second place is 167.9 kJ/mol up.

Version w
C3H4N2 in the gas phase. Source: OMol25; level of theory: ωB97M-V/def2-TZVPD.

The geometry in XYZ format:
```
9
Properties=species:S:1:pos:R:3:lowdin_charge:R:1
N 0.43 0.73 1.19 0.053
C 0.22 -0.50 0.89 -0.272
C -0.23 -0.87 -0.46 -0.085
C -0.38 0.31 -1.03 -0.253
N -0.31 1.50 -1.26 0.185
H 0.70 0.87 2.15 0.045
H 0.27 -1.33 1.60 0.108
H -0.52 -1.84 -0.82 0.092
H -0.18 1.14 -2.26 0.128
```

## Properties
highest occupied orbital energy	-0.313	hartree
LUMO energy	0.0243	Eh
HOMO-LUMO gap	9.17	eV
multiplicity	1
structure (SMILES)	[H]/N=C/C=C=N

Version x
C3H4N2 in the gas phase. Source: OMol25; level of theory: ωB97M-V/def2-TZVPD.

The geometry in XYZ format:
```
9
Properties=species:S:1:pos:R:3:lowdin_charge:R:1
C -0.12 0.32 0.08 -0.258
C -1.47 -0.03 0.02 -0.135
C -2.64 -0.33 -0.06 0.116
H 2.69 -0.76 0.45 0.114
H 2.30 0.72 -0.12 0.066
H 0.10 1.42 0.04 0.129
H -3.68 -0.55 -0.27 0.035
N 2.05 -0.25 -0.22 -0.002
N 0.76 -0.55 0.09 -0.064
```

## Properties
highest occupied orbital energy	-0.329	hartree
LUMO energy	0.0337	Eh
HOMO-LUMO gap	9.85	eV
multiplicity	1
structure (SMILES)	C#C/C=N/N

Version y
C3H4N2 in the gas phase. Source: OMol25; level of theory: ωB97M-V/def2-TZVPD.

The geometry in XYZ format:
```
9
Properties=species:S:1:pos:R:3:lowdin_charge:R:1
C -1.05 0.47 0.05 -0.253
C 0.10 1.14 -0.03 -0.113
C 0.44 -0.98 -0.07 -0.260
H -2.14 0.74 -0.26 0.136
H 0.76 2.10 0.18 0.142
H 2.02 0.25 0.32 0.153
H 0.85 -2.08 0.06 0.151
N 1.09 0.14 -0.06 0.013
N -0.87 -0.83 0.07 0.031
```

## Properties
highest occupied orbital energy	-0.329	hartree
LUMO energy	0.0311	Eh
HOMO-LUMO gap	9.79	eV
multiplicity	1
structure (SMILES)	c1c[nH]cn1

version y takes first place; second place is 182.5 kJ/mol up.

Version w
A 2-piece molecular cluster, C3H4N2 overall. Source: OMol25; level of theory: ωB97M-V/def2-TZVPD.

The geometry in XYZ format:
```
9
Properties=species:S:1:pos:R:3:lowdin_charge:R:1
C -3.06 0.13 0.09 -0.111
C 1.86 0.45 -0.01 -0.199
C 0.35 0.25 0.11 -0.029
N -4.13 -0.13 -0.13 0.041
N 1.10 -0.78 0.17 -0.034
H 2.29 0.51 -1.09 0.105
H 2.53 0.95 0.80 0.108
H -2.04 0.37 0.27 -0.033
H 1.10 -1.74 -0.22 0.151
```

## Properties
highest occupied orbital energy	-0.361	hartree
LUMO energy	0.0190	Eh
HOMO-LUMO gap	10.35	eV
multiplicity	1

Version x
C3H4N2 in the gas phase. Source: OMol25; level of theory: ωB97M-V/def2-TZVPD.

The geometry in XYZ format:
```
9
Properties=species:S:1:pos:R:3:lowdin_charge:R:1
C 0.65 -0.22 -0.76 -0.095
C 1.03 -0.28 0.58 -0.195
C -0.66 0.16 -0.73 -0.128
H 1.29 -0.32 -1.63 0.090
H 1.93 -0.54 1.09 0.095
H -1.87 0.62 1.01 0.151
H -1.40 0.23 -1.53 0.113
N 0.03 0.01 1.39 0.009
N -1.00 0.34 0.58 -0.040
```

## Properties
highest occupied orbital energy	-0.347	hartree
LUMO energy	0.0399	Eh
HOMO-LUMO gap	10.54	eV
multiplicity	1
structure (SMILES)	c1cn[nH]c1

Version y
C3H4N2 in the gas phase. Source: OMol25; level of theory: ωB97M-V/def2-TZVPD.

The geometry in XYZ format:
```
9
Properties=species:S:1:pos:R:3:lowdin_charge:R:1
N -0.66 0.70 0.00 0.029
C 0.72 0.73 -0.04 -0.110
C 1.09 -0.59 0.03 -0.173
N -0.01 -1.40 0.15 0.034
C -1.04 -0.60 0.10 -0.229
H -1.28 1.50 -0.05 0.144
H 1.24 1.68 -0.11 0.103
H 2.02 -1.10 -0.14 0.091
H -2.07 -0.93 0.06 0.112
```

## Properties
highest occupied orbital energy	-0.327	hartree
LUMO energy	0.0338	Eh
HOMO-LUMO gap	9.81	eV
multiplicity	1
structure (SMILES)	c1c[nH]cn1

version y takes first place; second place is 46.0 kJ/mol up.

Version w
A 2-piece molecular cluster, C3H4N2 overall. Source: OMol25; level of theory: ωB97M-V/def2-TZVPD.

The geometry in XYZ format:
```
9
Properties=species:S:1:pos:R:3:lowdin_charge:R:1
C -1.19 0.26 0.27 -0.110
C -0.57 -0.85 0.66 -0.067
C 1.05 0.38 -0.63 -0.228
N -0.31 0.51 -0.83 -0.018
N 0.35 -0.80 -0.51 -0.012
H -2.16 0.82 0.50 0.124
H -0.71 -1.68 1.22 0.057
H 1.75 0.47 -1.38 0.054
H 1.79 0.88 0.70 0.199
```

## Properties
highest occupied orbital energy	-0.344	hartree
LUMO energy	0.0429	Eh
HOMO-LUMO gap	10.53	eV
multiplicity	1

Version x
C3H4N2 in the gas phase. Source: OMol25; level of theory: ωB97M-V/def2-TZVPD.

The geometry in XYZ format:
```
9
Properties=species:S:1:pos:R:3:lowdin_charge:R:1
N -2.60 0.04 0.22 0.162
C -1.61 0.36 -0.29 -0.122
C -0.32 -0.07 0.26 -0.386
C 0.94 -0.42 -0.39 -0.130
N 0.84 0.73 0.52 0.034
H -0.62 -0.70 1.09 0.130
H 1.41 -1.30 0.04 0.105
H 1.12 -0.25 -1.45 0.109
H 0.83 1.61 0.00 0.098
```

## Properties
highest occupied orbital energy	-0.371	hartree
LUMO energy	0.0006	Eh
HOMO-LUMO gap	10.12	eV
multiplicity	1
structure (SMILES)	N#C[C@H]1CN1

version x takes first place; second place is 357.1 kJ/mol up.

Version w
CH4P2S3 as an isolated structure. Source: OMol25; level of theory: ωB97M-V/def2-TZVPD.

The geometry in XYZ format:
```
10
Properties=species:S:1:pos:R:3:lowdin_charge:R:1
C 0.73 -0.65 -0.01 -0.560
P -3.32 -0.42 0.68 0.184
P -0.97 1.75 0.60 0.013
S -4.51 -1.22 -0.52 0.085
S 0.44 0.98 -0.74 0.393
S -2.84 2.02 -0.31 -0.071
H 1.77 -0.97 0.20 0.036
H 0.38 -1.56 -0.60 0.054
H 0.37 -0.89 0.94 -0.022
H -0.67 3.18 0.33 -0.111
```

## Properties
highest occupied orbital energy	-0.314	hartree
LUMO energy	-0.0737	Eh
HOMO-LUMO gap	6.54	eV
multiplicity	1

Version x
CH4P2S3 as an isolated structure. Source: OMol25; level of theory: ωB97M-V/def2-TZVPD.

The geometry in XYZ format:
```
10
Properties=species:S:1:pos:R:3:lowdin_charge:R:1
C -0.45 -0.57 2.09 -0.417
P 1.58 0.31 -1.90 0.154
P -0.55 0.54 -0.85 -0.079
S 0.74 1.17 -3.58 -0.003
S -1.54 -0.03 -2.55 0.032
S -0.89 -1.13 0.33 0.390
H -1.18 0.09 2.54 0.023
H 0.50 -0.19 2.27 -0.007
H -0.50 -1.50 2.74 0.048
H 2.28 1.32 -1.09 -0.143
```

## Properties
highest occupied orbital energy (alpha / beta)	-0.307 / -0.297	hartree
LUMO energy (alpha / beta)	-0.0972 / -0.0818	Eh
HOMO-LUMO gap (alpha / beta)	5.70 / 5.86	eV
multiplicity	1

version w takes first place; second place is 66.2 kJ/mol up.